(1)
13 unconnected molecules or ions with the total composition C34H56Cl36N4O2P in a non-equilibrium geometry. Source: the Open Molecules 2025 dataset; level of theory: the ωB97M-V functional and the def2-TZVPD basis.

Summary:
Multiplicity   1
LUMO level   -2.21 eV
HOMO-LUMO gap   8.83 eV
HOMO level   -11.0 eV
Total charge   +1
Largest force on an atom   2.42 eV Å⁻¹

Cartesian coordinates (Å):
C -4.7710 2.9779 6.8948
C -4.1780 1.6070 6.3243
C -4.9241 1.2303 4.9739
C -5.3590 -0.2912 4.9285
C -5.1220 -0.8480 3.4512
C -6.3129 -0.3306 2.5507
C -5.8710 0.5192 1.3039
C -4.6931 -0.1573 0.4893
C -3.3409 0.6399 0.8212
C -2.9799 1.5875 -0.4098
C -1.5162 1.4317 -0.8814
N -0.7498 0.2723 -0.6628
C 0.5054 0.4373 -1.1457
C 1.5021 -0.7297 -0.9421
C 2.1570 -0.5253 0.5160
N 1.4337 -1.2480 1.5699
C 0.6194 -0.3862 2.4479
C 1.4067 0.7226 3.2525
C 2.2550 -2.1973 2.2855
C 2.4091 -3.6167 1.6169
O 2.8228 -2.0105 3.3287
N 0.6426 1.6597 -1.7062
C 1.8821 2.1609 -2.3317
C 1.7814 1.7976 -3.8833
N 2.5602 2.7269 -4.7340
C -0.6259 2.3180 -1.5555
P -1.0972 4.0559 -2.1139
C -0.2848 4.4629 -3.7436
O -2.7884 4.0131 -2.3270
H -5.4898 2.7211 7.7105
H -5.3028 3.5674 6.1086
H -3.9642 3.6000 7.3604
H -4.2929 0.8005 7.0902
H -3.1108 1.8147 6.0752
H -4.2276 1.5046 4.1345
H -5.8536 1.8475 4.8544
H -4.8600 -0.9187 5.7083
H -6.4679 -0.3326 5.1117
H -4.1124 -0.4802 3.1454
H -5.0554 -1.9709 3.4697
H -6.8372 -1.2413 2.1471
H -7.0226 0.3027 3.1434
H -5.5404 1.5465 1.6149
H -6.7204 0.6588 0.5804
H -4.5547 -1.2372 0.7680
H -4.8273 -0.1273 -0.6144
H -3.4243 1.2190 1.7782
H -2.5668 -0.1481 1.0112
H -3.0873 2.6349 -0.0154
H -3.6731 1.4650 -1.2732
H -0.9842 -0.6059 -0.2065
H 0.9065 -1.6813 -0.9569
H 2.2929 -0.7768 -1.7268
H 2.2369 0.5782 0.6666
H 3.1862 -0.9666 0.4508
H 0.1029 -1.0699 3.1783
H -0.2191 0.1378 1.9107
H 1.0492 0.8255 4.3110
H 2.5200 0.5911 3.2098
H 1.2028 1.7162 2.7625
H 3.0943 -4.2252 2.2595
H 1.4066 -4.1031 1.5571
H 2.8440 -3.4791 0.5888
H 1.9945 3.2662 -2.2749
H 2.7550 1.5896 -1.9367
H 2.1205 0.7484 -4.0761
H 0.7084 1.8514 -4.2235
H 2.5951 3.6686 -4.3444
H 2.0815 2.7932 -5.6339
H 0.8254 4.5321 -3.5801
H -0.5557 3.7080 -4.5282
H -0.6161 5.4926 -4.0335
H -3.1050 4.6709 -1.6831
C -6.9860 -1.2092 -3.3114
Cl -8.1359 -0.1381 -4.1114
Cl -5.4642 -0.3600 -3.0015
Cl -7.6646 -1.8380 -1.8045
H -6.7815 -2.0472 -3.9699
C 1.9651 7.6865 -2.3025
Cl 3.5008 8.1065 -1.5463
Cl 2.1639 6.3038 -3.3928
Cl 0.7446 7.3361 -1.0752
H 1.6275 8.5364 -2.8877
C 4.7054 -5.8541 -1.3270
Cl 3.5130 -4.7666 -2.0542
Cl 6.2399 -5.0165 -1.0796
Cl 4.1004 -6.5092 0.1987
H 4.8739 -6.6804 -2.0105
C 9.9108 -5.8077 -3.2795
Cl 11.0059 -7.0307 -3.9335
Cl 8.2714 -6.0501 -3.8932
Cl 9.9240 -5.8428 -1.5132
H 10.2559 -4.8316 -3.6041
C 3.5850 12.1263 -0.0734
Cl 2.9844 13.7054 0.4362
Cl 2.2853 10.9256 -0.0427
Cl 4.3019 12.2221 -1.6855
H 4.3549 11.8122 0.6243
C 14.2002 -7.2782 -6.1366
Cl 14.6196 -8.9041 -5.5828
Cl 15.6159 -6.2220 -6.0914
Cl 13.5168 -7.3331 -7.7654
H 13.4490 -6.8707 -5.4652
C 1.4418 -8.2820 2.9414
Cl 1.8368 -9.9260 3.4502
Cl 2.8742 -7.2493 3.0030
Cl 0.7495 -8.2736 1.3158
H 0.7018 -7.8809 3.6262
C -0.7294 -5.1338 -2.3996
Cl 0.0848 -6.0950 -1.1618
Cl -1.4648 -3.6897 -1.6828
Cl 0.3954 -4.6823 -3.6846
H -1.5196 -5.7367 -2.8354
C 3.9679 7.7369 2.0872
Cl 5.4832 8.5545 2.4823
Cl 4.2378 6.0034 1.8514
Cl 2.7641 8.0122 3.3501
H 3.5890 8.1540 1.1594
C -4.0678 2.7200 -5.0095
Cl -3.4774 1.0707 -4.7617
Cl -2.9664 3.6246 -6.0567
Cl -5.6965 2.6992 -5.6897
H -4.1053 3.2166 -4.0451
C 3.7406 -10.5733 6.6670
Cl 5.2736 -9.8037 7.0906
Cl 3.9850 -12.2853 6.2993
Cl 2.5655 -10.3797 7.9728
H 3.3474 -10.0852 5.7795
C -10.9737 2.3563 -2.4246
Cl -11.6559 0.8570 -3.0627
Cl -10.8430 2.2805 -0.6641
Cl -9.3946 2.6803 -3.1513
H -11.6415 3.1718 -2.6824

(2)
A molecular structure, C22H65HgO11 in a non-equilibrium geometry. Source: the Open Molecules 2025 dataset; level of theory: the ωB97M-V functional and the def2-TZVPD basis.

Summary:
Multiplicity   1
LUMO level   -7.89 eV
HOMO-LUMO gap   3.42 eV
HOMO level   -11.3 eV
Total charge   +1
Largest force on an atom   2.59 eV Å⁻¹

Cartesian coordinates (Å):
Hg -1.8681 -0.6423 -3.4724
C 0.0515 -0.9968 -0.1824
C -0.7233 0.2626 -0.5359
O -1.7880 0.1243 -1.4402
H -0.5723 -1.7512 0.3034
H 0.9466 -0.7010 0.3602
H 0.3320 -1.5959 -1.0607
H 0.0158 0.9082 -1.0344
H -1.0883 0.7356 0.3869
C 3.7522 -2.9736 0.7704
C 5.2038 -2.9341 0.2890
O 6.0231 -2.8410 1.4492
H 3.0468 -3.2249 -0.0278
H 3.4886 -1.9494 1.0543
H 3.5913 -3.6223 1.6281
H 5.4547 -2.0682 -0.3207
H 5.3862 -3.8351 -0.3077
H 5.8724 -3.6171 1.9965
C -0.9181 -3.1010 3.6946
C -0.2772 -1.7511 3.4880
O 0.1675 -1.2974 4.7579
H -0.2042 -3.8011 4.1279
H -1.2180 -3.5364 2.7363
H -1.7790 -3.0620 4.3609
H -0.8831 -1.0218 2.9312
H 0.6349 -1.8777 2.8818
H 0.5461 -0.4072 4.6342
C 3.4526 -0.9128 -3.8352
C 2.8066 -1.3365 -2.5205
O 2.0549 -2.5297 -2.7858
H 4.0191 0.0115 -3.7022
H 2.6788 -0.7226 -4.5854
H 4.0880 -1.7145 -4.2029
H 2.1587 -0.5651 -2.0944
H 3.5859 -1.5991 -1.8086
H 1.2457 -2.2628 -3.2268
C 4.7075 0.8617 -0.0904
C 3.7014 2.0068 -0.0392
O 4.0617 2.9640 -1.0221
H 4.3976 0.0814 0.6072
H 5.6807 1.1840 0.2794
H 4.8207 0.4998 -1.1121
H 3.8460 2.4455 0.9530
H 2.6894 1.6123 -0.1799
H 3.3124 3.5261 -1.2334
C 1.2320 2.2124 -3.5770
C -0.2465 2.2410 -3.9157
O -0.6143 0.9547 -4.5230
H 1.8417 2.0257 -4.4608
H 1.4239 1.5624 -2.7246
H 1.5407 3.2088 -3.2469
H -0.4711 2.9946 -4.6692
H -0.8113 2.4475 -3.0092
H -0.2341 0.9398 -5.4095
C -4.3047 4.2258 -2.6690
C -3.8756 3.0586 -1.8311
O -2.4753 3.2489 -1.5051
H -4.4413 5.1292 -2.0726
H -5.2799 4.0774 -3.1400
H -3.6250 4.4676 -3.4864
H -3.9473 2.1158 -2.3824
H -4.3602 2.9853 -0.8582
H -2.1856 2.4004 -1.1519
C -3.1389 2.7146 1.8740
C -3.1029 3.6268 3.0957
O -4.1578 3.2483 3.9687
H -2.4307 2.9556 1.0709
H -4.0580 2.8588 1.2961
H -3.0473 1.6661 2.1508
H -3.2076 4.6814 2.8224
H -2.1502 3.5229 3.6124
H -4.9617 3.3754 3.4549
C -5.2707 -0.7469 2.0653
C -4.0921 -0.8014 1.1277
O -4.2815 0.0915 0.0409
H -5.3815 0.2644 2.4768
H -5.1570 -1.3216 2.9845
H -6.2082 -0.9816 1.5651
H -4.0765 -1.8473 0.7879
H -3.1378 -0.5983 1.6255
H -3.4649 0.1529 -0.4677
C 1.1718 2.8432 2.5709
C 0.4119 2.2564 3.7393
O 1.1476 1.1363 4.2724
H 0.6940 3.7708 2.2504
H 1.1493 2.1553 1.7252
H 2.1982 3.0063 2.8992
H -0.5433 1.8188 3.4454
H 0.2145 2.9621 4.5486
H 2.0011 1.4781 4.5596
C -0.2045 -4.6024 -0.7736
C -0.6044 -5.4769 -1.9387
O 0.1960 -6.6373 -1.9510
H 0.8005 -4.2211 -0.9521
H -0.2362 -5.1726 0.1540
H -0.8944 -3.7614 -0.6775
H -0.4802 -4.9251 -2.8850
H -1.6710 -5.7337 -1.9549
H 0.3071 -7.0262 -2.8206

(3)
A molecular structure, C21H30F5NOP2RuS in a non-equilibrium geometry. Source: the Open Molecules 2025 dataset; level of theory: the ωB97M-V functional and the def2-TZVPD basis.

Summary:
Multiplicity   5
LUMO level (alpha / beta)   -0.15 / -0.24 eV
HOMO-LUMO gap (alpha / beta)   3.92 / 5.71 eV
HOMO level (alpha / beta)   -4.1 / -5.9 eV
Largest force on an atom   4.00 eV Å⁻¹

Cartesian coordinates (Å):
Ru -1.3394 -0.3011 0.2689
P -1.8050 1.9170 0.1174
P 1.3342 -2.7316 -0.8074
N -1.8927 -1.0771 -1.1386
H 0.7494 3.6059 2.1719
C -1.1132 3.4666 -0.7301
H -1.6863 4.3736 -0.4667
H -1.2089 3.3765 -1.8192
H -0.0621 3.6854 -0.5149
C -2.4061 2.7978 1.6421
H -3.2388 3.4664 1.3814
H -1.6345 3.3973 2.1426
H -2.7794 2.0345 2.3293
C -3.4015 2.0288 -0.8002
H -3.9447 2.9395 -0.5063
H -3.9813 1.1393 -0.5445
H -3.2066 2.0600 -1.8791
C 2.9087 -2.8387 -1.6206
H 3.0830 -3.9087 -1.7925
H 3.7166 -2.4276 -1.0061
H 2.8701 -2.3123 -2.5816
C 1.2802 -3.7638 0.6313
H 1.4335 -4.7884 0.2698
H 0.3021 -3.6825 1.1189
H 2.0687 -3.4982 1.3403
C 0.0267 -3.1730 -1.9209
H 0.0335 -4.2639 -2.0381
H 0.1491 -2.6654 -2.8869
H -0.9386 -2.8887 -1.4851
C -2.7434 -1.1066 -2.1694
C -3.2681 -0.6930 -4.4696
C -2.4412 -0.4698 -3.4066
C -3.9531 -1.8337 -1.9867
C -4.7457 -2.0556 -3.0598
C -4.4187 -1.4980 -4.3071
H -3.0366 -0.2526 -5.4510
H -1.5299 0.1567 -3.4344
H -4.1232 -2.2194 -0.9619
H -5.6491 -2.6862 -2.9389
H -5.0617 -1.6804 -5.1676
C 0.7558 1.7548 2.3240
O 0.0648 0.8488 1.7933
C 1.4822 2.8117 1.5639
H 2.4713 2.7805 2.0729
H 1.4923 4.0227 1.7968
H 1.6257 2.4388 0.4779
C 1.1029 1.8141 3.7802
H 2.1573 1.7531 3.9595
H 0.6471 1.0549 4.3804
H 0.7881 2.7607 4.1811
F 5.6709 0.1725 3.6462
C 4.6857 -0.0819 2.7755
C 3.5821 -0.8361 3.1455
F 3.4870 -1.3187 4.4120
C 2.5613 -1.0714 2.2469
F 1.4779 -1.7611 2.6959
C 2.5730 -0.5618 0.9408
S 1.0299 -0.7710 -0.2074
C 3.6886 0.1986 0.5869
F 3.7748 0.7167 -0.6703
C 4.7410 0.4459 1.4678
F 5.7943 1.1992 1.1078

(4)
A molecular structure, C5H20InN10O5 in a non-equilibrium geometry. Source: the Open Molecules 2025 dataset; level of theory: the ωB97M-V functional and the def2-TZVPD basis.

Summary:
Multiplicity   1
LUMO level   -14.92 eV
HOMO-LUMO gap   3.54 eV
HOMO level   -18.5 eV
Total charge   +3
Largest force on an atom   3.90 eV Å⁻¹

Cartesian coordinates (Å):
In -0.0520 -0.2576 1.3555
C -3.1904 -2.4484 0.1946
O -2.1400 -1.7862 0.3039
N -4.4079 -1.8766 0.0647
N -3.1932 -3.7974 0.3091
H -4.5427 -0.8831 0.0063
H -5.1963 -2.4878 -0.0740
H -4.0579 -4.2937 0.4574
H -2.3985 -4.1358 0.8292
C -2.5131 1.5977 -1.1630
O -1.9849 0.9859 -0.1896
N -2.7828 0.9377 -2.3059
N -3.0398 2.8207 -1.0541
H -3.3318 1.4297 -2.9943
H -2.4794 0.0036 -2.5196
H -3.0902 3.2714 -0.1553
H -3.3239 3.3009 -1.8926
C 1.4577 2.8061 -0.7502
O 0.8482 1.7712 -0.3598
N 1.2726 3.1514 -2.0414
N 2.1631 3.6266 0.0284
H 0.8561 2.4546 -2.6352
H 1.8293 3.8667 -2.4836
H 2.8582 4.2653 -0.3238
H 2.2467 3.3485 0.9946
C 3.2479 1.6449 2.7077
O 2.2044 1.0498 2.3388
N 3.2275 2.5849 3.6620
N 4.3951 1.4846 2.0201
H 2.4955 2.6666 4.3507
H 4.0762 3.0128 4.0042
H 5.2890 1.8562 2.3024
H 4.4451 0.6422 1.4697
C 0.9406 -3.7596 -0.3531
O 0.5134 -2.9364 0.4724
N 2.0533 -3.5192 -1.1217
N 0.2619 -4.8331 -0.8313
H 2.2971 -4.2486 -1.7694
H 2.5534 -2.6502 -1.1083
H 0.6940 -5.4816 -1.4675
H -0.5013 -5.1846 -0.2782

(5)
A molecular structure, C10H13ClO3W in a non-equilibrium geometry. Source: the Open Molecules 2025 dataset; level of theory: the ωB97M-V functional and the def2-TZVPD basis.

Summary:
Multiplicity   1
LUMO level (alpha / beta)   -21.51 / -21.51 eV
HOMO-LUMO gap (alpha / beta)   5.35 / 5.35 eV
HOMO level (alpha / beta)   -26.9 / -26.9 eV
Total charge   +4
Largest force on an atom   13.06 eV Å⁻¹

Cartesian coordinates (Å):
Cl -1.7755 -1.3707 0.1075
C 1.6077 -1.9557 -1.5443
C 2.3532 -0.7235 -1.3764
C 1.5087 0.3743 -1.7597
H 3.4085 -0.6593 -1.1175
C 0.2224 -0.1366 -2.1111
C 0.2642 -1.5853 -2.0076
H -0.5705 -2.2550 -2.2106
H 1.9601 -2.9707 -1.3842
H 1.7744 1.4361 -1.7900
C -0.9679 0.6474 -2.5507
W 0.5974 -0.9163 0.0397
C 2.1316 0.2085 1.2556
C 0.4584 -2.0573 1.6447
O 2.9132 0.5994 1.9963
O 0.3404 -2.7077 2.6281
H -1.0040 1.6412 -2.0710
H -1.9065 0.1116 -2.3222
H -0.9490 0.8243 -3.6409
C -2.1171 1.2420 2.4899
C -0.6442 1.3267 2.0969
O -0.6198 1.4734 0.6503
H -2.6759 2.0532 1.9842
H -2.1779 1.3761 3.5786
H -2.5382 0.2549 2.2117
H -0.1370 2.2489 2.3818
H -0.0708 0.4918 2.5646
H -1.3860 1.0286 0.2564

(6)
A single C5H11NO molecule in a non-equilibrium geometry. Source: the Open Molecules 2025 dataset; level of theory: the ωB97M-V functional and the def2-TZVPD basis.

Summary:
SMILES   C[C@H](N)CCC=O
Multiplicity   1
LUMO level   0.98 eV
HOMO-LUMO gap   10.54 eV
HOMO level   -9.6 eV
Largest force on an atom   1.86 eV Å⁻¹

Cartesian coordinates (Å):
C -2.2403 0.1593 -0.0081
C -0.7782 -0.1179 0.3156
C 0.0496 0.1355 -0.9775
C 1.5285 -0.3283 -0.8944
C 2.0167 -0.7903 0.4634
O 3.0024 -0.3492 0.9967
N -0.3898 0.7635 1.4226
H -2.3496 1.0176 -0.6681
H -2.7249 -0.6800 -0.5019
H -2.8119 0.4180 0.8837
H -0.7034 -1.1758 0.5633
H 0.1097 1.2204 -1.0219
H -0.3944 -0.4248 -1.8004
H 2.2001 0.4953 -1.0852
H 1.7737 -1.1040 -1.6226
H 1.3597 -1.4470 1.0661
H -0.1589 1.6768 1.0291
H 0.5111 0.5309 1.8395

(7)
2 unconnected molecules or ions with the total composition C42H44BN3O7 in a non-equilibrium geometry. Source: the Open Molecules 2025 dataset; level of theory: the ωB97M-V functional and the def2-TZVPD basis.

Summary:
Multiplicity   1
LUMO level   -2.19 eV
HOMO-LUMO gap   2.72 eV
HOMO level   -4.9 eV
Largest force on an atom   4.15 eV Å⁻¹

Cartesian coordinates (Å):
C -3.9252 -2.2184 3.7216
C -2.4878 -1.8340 3.6459
C -1.5431 -1.2716 4.5085
C -0.3438 -1.0365 3.8508
C -0.5030 -1.5729 2.4253
B -1.4840 3.4155 1.8494
C -0.5812 3.4041 3.1228
C 0.0641 4.3163 3.9152
C 0.6546 3.6606 5.0139
C 0.4544 2.3136 4.8663
C 0.8644 1.2413 5.7664
O -0.2681 2.0898 3.7218
C 0.2369 -2.8501 2.1742
C 0.0062 -3.8950 1.2976
C 1.1562 -4.7788 1.4195
C 2.0027 -4.2016 2.3393
C 3.3500 -4.4503 2.8350
O 1.4397 -3.0200 2.7794
C -2.7536 2.4158 2.1317
C -3.3296 1.1612 1.7750
C -4.5058 0.9690 2.6085
C -4.5545 2.0587 3.4568
C -5.5597 2.5331 4.3575
O -3.5300 2.9504 3.1657
O -1.9704 -1.8220 2.4107
H -4.2037 -2.4330 4.7642
H -4.5190 -1.3511 3.3785
H -4.1726 -3.1208 3.1126
H -1.7852 -0.9966 5.5338
H 0.5998 -0.6152 4.2421
H 0.0242 5.3803 3.8000
H 1.1247 4.1245 5.8482
H 1.3511 1.6556 6.6718
H 0.0159 0.5821 5.9681
H 1.5771 0.5443 5.3192
H -0.8431 -4.0179 0.6144
H 1.3073 -5.7023 0.8949
H 3.3917 -5.0197 3.7705
H 3.9717 -5.0292 2.1554
H 3.8096 -3.4822 3.0493
H -3.0341 0.5122 0.9425
H -5.2214 0.1678 2.5101
H -6.2513 3.1853 3.8305
H -6.1652 1.7612 4.8333
H -5.1094 3.1567 5.1189
C -0.3709 4.1359 -4.0135
N -0.7160 3.7803 -2.6747
C -1.7824 4.4093 -2.0599
O -2.3257 5.4387 -2.4190
C -2.0792 3.6231 -0.7818
C -3.4924 3.0117 -0.8389
C -4.5736 4.0482 -0.8565
C -5.6203 3.9209 -1.7752
C -6.5884 4.9141 -1.8394
C -6.5247 6.0018 -0.9615
C -5.4882 6.1105 -0.0274
C -4.5226 5.1058 0.0539
N -1.0903 2.5500 -0.8212
C -0.7912 1.7565 0.2842
C -0.6378 0.3703 0.3045
C -0.0963 -0.3802 1.5253
C 1.2824 -0.7378 1.1180
C 2.3332 -0.4270 1.9943
C 3.6025 -0.7519 1.5822
C 3.6999 -1.5442 0.4049
N 4.9034 -2.2818 0.2789
O 5.0484 -3.1384 -0.6223
O 5.8385 -2.0238 1.0800
C 2.6453 -1.8433 -0.5039
C 1.3929 -1.4774 -0.0697
C -0.3986 2.4865 -2.1183
C -1.0635 1.3435 -2.8582
C 1.1158 2.2468 -1.9856
H -0.5580 5.1959 -4.1592
H 0.6702 3.8859 -4.1751
H -0.9519 3.5490 -4.7274
H -1.9440 4.2248 0.1633
H -3.5434 2.3550 -1.7278
H -3.6060 2.3441 0.0263
H -5.6225 3.0562 -2.4501
H -7.3774 4.8509 -2.6000
H -7.2991 6.7739 -0.9938
H -5.3930 6.9840 0.6220
H -3.7174 5.1440 0.7892
H -0.4147 2.4535 1.1110
H -0.8084 -0.2980 -0.5607
H 0.0504 0.4504 2.2279
H 2.1521 0.1288 2.9194
H 4.4969 -0.5347 2.1704
H 2.8679 -2.3983 -1.4360
H 0.5251 -1.8141 -0.6521
H -2.1579 1.4488 -2.8440
H -0.6240 1.2933 -3.8563
H -0.8686 0.4021 -2.3482
H 1.5950 3.0742 -1.4474
H 1.3254 1.3258 -1.4275
H 1.5049 2.1731 -3.0089

(8)
A single C4H6O2 molecule. Source: the Open Molecules 2025 dataset; level of theory: the ωB97M-V functional and the def2-TZVPD basis.

Summary:
SMILES   C#C[C@H](O)CO
Multiplicity   1
LUMO level   0.79 eV
HOMO-LUMO gap   11.06 eV
HOMO level   -10.3 eV
Largest force on an atom   0.78 eV Å⁻¹

Cartesian coordinates (Å):
O 0.5913 1.6625 0.7149
C 0.0685 1.3287 -0.5433
C -0.3210 -0.1438 -0.6334
O 0.9237 -0.8234 -0.8146
C -0.8748 -0.7284 0.6013
C -0.7801 -1.4914 1.5306
H 1.2139 0.9629 0.9561
H 0.7977 1.5016 -1.3552
H -0.7943 1.9757 -0.7072
H -0.9754 -0.3113 -1.4989
H 0.7727 -1.7465 -0.5686
H -0.6221 -2.1866 2.3182